[1]
ORCA calculation (ωB97M-V/def2-TZVPD) on an isolated molecule of C6H7NO at a distorted geometry.

The calculation puts the LUMO energy at 0.74 eV. Its SMILES is Oc1ccc2n1CC2. The total energy is -362.64427 hartree. For the relative energy (zero: lowest compared OMol25 entry of this formula, charge and spin), the calculation gives 106.2 kcal/mol. The value obtained for the molar mass is 109.13 g/mol.

Positions of all 15 atoms, in Å:
C  -1.382  -0.267  -0.254
C  -1.536  1.127  -0.206
C  -0.222  1.714  -0.037
C  0.587  0.530  -0.017
C  1.946  0.013  0.044
C  1.379  -1.368  -0.150
H  -3.315  -0.696  0.011
H  -2.433  1.641  0.333
H  0.212  2.684  0.136
H  2.325  0.065  1.218
H  2.421  0.415  -0.771
H  1.290  -2.084  0.897
H  1.286  -1.856  -1.167
N  -0.099  -0.630  -0.160
O  -2.459  -1.287  0.122

---

[2]
ORCA calculation (ωB97M-V/def2-TZVPD) on the ion C6H12N3O with charge -1 at a distorted geometry.

The calculation puts the LUMO energy at 3.83 eV. Its SMILES is CC1=NN(C)[C@@](C)(N[O-])C1. The total energy is -475.18968 hartree. For the relative energy (zero: lowest compared OMol25 entry of this formula, charge and spin), the calculation gives 0.0 kcal/mol. Its total charge is -1. The value obtained for the molar mass is 142.18 g/mol.

Positions of all 22 atoms, in Å:
C  -0.146  1.167  0.999
C  -1.173  0.294  0.353
C  -0.423  -0.624  -0.561
C  -0.548  2.456  1.725
C  -0.407  -0.500  -2.104
C  2.282  -0.913  0.022
N  1.060  0.827  0.693
N  1.059  -0.231  -0.121
N  -0.626  -2.096  -0.209
O  -1.506  -2.230  0.869
H  -1.606  -0.308  1.157
H  -2.000  0.859  -0.220
H  -0.756  2.082  2.751
H  -1.372  3.086  1.262
H  0.291  3.076  1.665
H  -0.142  0.490  -2.340
H  -1.420  -0.761  -2.437
H  0.419  -1.130  -2.558
H  2.479  -1.058  1.103
H  2.506  -1.797  -0.591
H  3.088  -0.200  -0.361
H  -1.058  -2.490  -1.096

---

[3]
ORCA calculation (ωB97M-V/def2-TZVPD) on a cluster of 2 separate species, C4H8N3S in total at a distorted geometry.

The calculation puts the LUMO energy at -3.35 eV. The total energy is -719.33275 hartree. For the relative energy (zero: lowest compared OMol25 entry of this formula, charge and spin), the calculation gives 74.1 kcal/mol. Its total charge is +1. The value obtained for the molar mass is 130.20 g/mol.

Positions of all 16 atoms, in Å:
C  -2.397  -0.148  0.113
C  3.140  -1.284  -0.905
C  -2.255  -0.185  -1.248
C  -0.122  0.497  0.695
N  -1.185  -0.037  0.975
N  2.739  -0.634  -0.062
N  0.988  0.245  1.582
S  0.407  1.667  -0.519
H  -3.292  -0.039  0.621
H  3.609  -1.759  -1.727
H  -3.156  -0.257  -1.879
H  -1.337  -0.058  -1.720
H  1.016  0.936  2.259
H  1.853  0.142  0.998
H  0.663  -0.702  2.085
H  -0.672  1.613  -1.269

---

[4]
ORCA calculation (ωB97M-V/def2-TZVPD) on a cluster of 14 separate species, C14H56N28O14 in total at a distorted geometry.

The expectation value of S² is 0.750. The calculation puts the LUMO energy (alpha / beta) at 1.66 / 1.59 eV. As for the multiplicity: 2. The total energy is -3153.86469 hartree. For the relative energy (zero: lowest compared OMol25 entry of this formula, charge and spin), the calculation gives 67.2 kcal/mol. Its total charge is -1. The value obtained for the molar mass is 840.78 g/mol.

Positions of all 112 atoms, in Å:
C  10.818  -6.179  -17.094
O  9.641  -6.171  -16.736
N  11.532  -7.238  -17.307
N  11.632  -5.166  -17.252
H  12.317  -7.257  -16.671
H  11.199  -8.178  -17.466
H  11.266  -4.246  -17.049
H  12.628  -5.282  -17.370
C  6.217  -3.320  -18.184
O  5.615  -3.071  -19.245
N  6.602  -4.596  -18.029
N  6.566  -2.510  -17.210
H  6.033  -5.191  -18.615
H  7.392  -4.954  -17.512
H  6.065  -1.633  -17.206
H  6.887  -2.928  -16.348
C  14.522  -4.126  -18.902
O  14.152  -4.980  -18.140
N  15.698  -3.610  -19.169
N  13.694  -3.535  -19.662
H  15.574  -3.052  -20.003
H  16.583  -3.890  -18.772
H  12.734  -3.800  -19.492
H  13.928  -2.783  -20.293
C  9.390  -2.930  -15.131
O  10.296  -2.795  -15.951
N  8.574  -3.899  -15.127
N  9.127  -2.137  -14.158
H  8.700  -4.718  -15.705
H  7.843  -3.961  -14.433
H  8.350  -2.358  -13.552
H  9.641  -1.294  -13.946
C  16.432  -8.791  -18.121
O  17.588  -8.986  -17.730
N  15.904  -7.633  -18.052
N  15.653  -9.715  -18.517
H  14.906  -7.517  -18.154
H  16.360  -6.986  -17.424
H  16.043  -10.608  -18.250
H  14.694  -9.504  -18.756
C  8.801  -8.031  -12.417
O  9.223  -8.476  -11.369
N  7.670  -7.416  -12.587
N  9.373  -8.300  -13.559
H  7.529  -7.094  -13.533
H  7.404  -6.836  -11.804
H  10.083  -9.018  -13.534
H  8.986  -7.878  -14.391
C  6.234  -7.411  -15.362
O  6.848  -6.452  -15.039
N  6.546  -7.851  -16.581
N  5.129  -7.920  -14.894
H  7.423  -7.601  -17.015
H  5.958  -8.555  -17.005
H  4.705  -8.763  -15.254
H  4.942  -7.738  -13.918
C  10.709  -1.966  -19.236
O  10.778  -1.439  -20.308
N  10.095  -3.039  -18.946
N  11.127  -1.458  -18.117
H  9.729  -3.175  -18.014
H  9.740  -3.668  -19.651
H  10.760  -1.547  -17.181
H  11.900  -0.837  -18.312
C  8.089  -7.709  -20.927
O  6.823  -7.625  -20.974
N  8.910  -7.647  -19.897
N  8.794  -7.993  -21.996
H  9.866  -7.916  -20.077
H  8.739  -7.327  -18.954
H  8.166  -8.122  -22.777
H  9.735  -8.319  -21.828
C  11.067  -10.743  -16.725
O  12.196  -10.957  -17.066
N  9.967  -11.249  -17.265
N  10.642  -9.965  -15.842
H  9.078  -10.944  -16.893
H  10.037  -11.646  -18.191
H  9.813  -10.391  -15.454
H  11.317  -9.579  -15.197
C  14.094  -1.466  -15.775
O  15.280  -1.726  -15.941
N  13.685  -0.321  -15.317
N  13.070  -2.204  -16.168
H  12.747  0.036  -15.207
H  14.268  0.252  -14.724
H  12.134  -1.828  -16.112
H  13.359  -3.135  -16.429
C  14.008  -8.557  -14.337
O  12.950  -8.014  -14.616
N  14.799  -8.215  -13.399
N  14.458  -9.618  -14.991
H  15.594  -8.837  -13.368
H  14.629  -7.375  -12.865
H  15.373  -9.881  -14.653
H  13.939  -9.851  -15.825
C  16.566  -5.355  -15.531
O  17.276  -4.975  -16.468
N  16.917  -5.941  -14.408
N  15.291  -5.103  -15.432
H  17.865  -6.175  -14.152
H  16.122  -6.075  -13.799
H  14.920  -4.746  -16.301
H  14.710  -5.225  -14.615
C  13.071  -7.340  -20.594
O  13.498  -8.430  -20.216
N  12.081  -6.697  -20.141
N  13.503  -6.558  -21.550
H  11.634  -5.921  -20.608
H  11.684  -7.021  -19.271
H  12.947  -5.791  -21.899
H  14.101  -6.900  -22.289

---

[5]
ORCA calculation (ωB97M-V/def2-TZVPD) on a structure of composition C50H79AsCoF6N3O30 at a distorted geometry.

The expectation value of S² is 3.767. The calculation puts the LUMO energy (alpha / beta) at -3.37 / -8.33 eV. As for the multiplicity: 4. The total energy is -8591.11787 hartree. Its total charge is +1. The value obtained for the molar mass is 1450.02 g/mol.

Positions of all 170 atoms, in Å:
Co  3.285  1.845  -6.226
As  0.276  0.368  -0.861
F  0.112  -1.032  -1.947
F  0.721  1.484  -2.202
F  0.443  1.649  0.399
F  -0.334  -0.866  0.350
F  2.041  -0.035  -0.603
F  -1.463  0.858  -1.051
C  2.790  0.693  4.474
C  1.968  0.832  3.297
C  0.834  0.060  3.190
C  0.498  -0.871  4.237
C  1.338  -1.017  5.348
C  2.490  -0.250  5.437
N  -0.601  -1.835  4.132
O  -1.607  -1.472  3.532
O  -0.464  -2.977  4.559
H  3.630  1.371  4.455
H  2.277  1.467  2.480
H  0.240  0.185  2.297
H  1.129  -1.682  6.174
H  3.021  -0.378  6.369
C  4.079  -2.204  1.254
C  4.150  -3.537  1.286
C  4.907  -4.230  2.300
C  5.721  -3.446  3.167
C  5.689  -2.046  3.098
C  4.810  -1.472  2.190
N  6.698  -4.142  4.034
O  6.488  -5.327  4.089
O  7.621  -3.544  4.561
H  3.496  -1.680  0.510
H  3.681  -4.051  0.460
H  5.050  -5.300  2.269
H  6.114  -1.379  3.834
H  4.827  -0.399  2.070
C  -0.731  5.330  3.030
C  -1.768  5.732  3.921
C  -1.840  5.166  5.210
C  -0.884  4.176  5.617
C  0.084  3.702  4.632
C  0.211  4.323  3.414
N  -0.941  3.559  6.896
O  -0.027  2.746  7.228
O  -1.959  3.771  7.604
H  -0.721  5.733  2.028
H  -2.641  6.286  3.607
H  -2.571  5.530  5.918
H  0.678  2.854  4.941
H  0.992  4.004  2.740
C  -4.894  -2.684  0.828
C  -5.702  -2.530  2.116
O  -4.975  -2.875  3.253
C  -5.384  -2.523  4.448
O  -6.150  -1.653  4.808
O  -4.693  -3.185  5.421
C  -3.596  -4.117  5.162
H  -5.702  -2.571  0.105
H  -4.344  -3.622  0.900
H  -4.345  -1.757  0.656
H  -6.619  -3.082  2.326
H  -6.115  -1.523  2.172
H  -2.915  -4.126  6.013
H  -3.059  -3.920  4.234
H  -4.036  -5.103  5.313
C  -1.598  5.236  -1.624
C  -3.001  5.935  -2.049
O  -3.682  4.919  -2.788
C  -4.452  3.994  -2.094
O  -4.774  4.192  -0.968
O  -4.462  2.842  -2.711
C  -4.763  1.666  -2.075
H  -1.399  5.690  -0.653
H  -0.875  5.473  -2.404
H  -1.720  4.163  -1.473
H  -3.025  6.804  -2.706
H  -3.500  6.267  -1.139
H  -5.610  1.673  -1.389
H  -3.935  1.404  -1.416
H  -4.766  0.970  -2.914
C  4.615  -2.316  -2.636
C  3.117  -2.228  -2.979
O  3.228  -1.359  -4.146
C  2.172  -0.770  -4.804
O  2.265  0.307  -5.412
O  1.107  -1.523  -4.705
C  -0.068  -1.222  -5.297
H  4.973  -2.805  -3.542
H  4.937  -2.908  -1.780
H  4.996  -1.299  -2.549
H  2.487  -1.913  -2.147
H  2.673  -3.187  -3.243
H  -0.437  -2.127  -5.780
H  0.031  -0.466  -6.076
H  -0.834  -0.848  -4.618
C  -2.955  2.548  1.627
C  -3.078  1.103  1.902
O  -4.115  0.893  2.853
C  -3.806  0.747  4.142
O  -4.654  0.751  5.056
O  -2.545  0.910  4.436
C  -2.113  0.892  5.713
H  -2.038  3.052  1.931
H  -3.783  3.176  1.958
H  -3.016  2.546  0.539
H  -2.097  0.647  2.032
H  -3.511  0.628  1.021
H  -2.753  1.280  6.504
H  -1.095  1.270  5.810
H  -2.038  -0.153  6.013
C  0.803  -8.358  -2.938
C  1.618  -7.195  -2.219
O  0.947  -6.813  -1.029
C  1.041  -5.577  -0.580
O  1.856  -4.772  -1.000
O  0.307  -5.498  0.532
C  -0.209  -4.212  0.843
H  -0.209  -7.954  -2.895
H  0.762  -9.263  -2.331
H  1.090  -8.604  -3.960
H  1.962  -6.315  -2.763
H  2.593  -7.545  -1.881
H  -0.665  -3.662  0.021
H  0.578  -3.632  1.325
H  -0.935  -4.434  1.625
C  2.247  5.522  -1.886
C  2.346  6.121  -3.380
O  2.524  5.204  -4.439
C  1.674  4.193  -4.756
O  1.888  3.270  -5.561
O  0.545  4.219  -4.018
C  -0.437  3.170  -4.197
H  3.150  4.920  -1.788
H  1.503  4.735  -1.764
H  2.238  6.338  -1.163
H  3.185  6.792  -3.562
H  1.491  6.745  -3.640
H  -0.882  2.999  -3.217
H  0.012  2.199  -4.406
H  -1.126  3.240  -5.039
C  4.358  2.108  -0.368
C  3.952  1.972  -1.872
O  5.156  1.746  -2.439
C  5.282  1.440  -3.728
O  4.467  1.929  -4.572
O  6.326  0.513  -4.040
C  7.376  0.118  -3.115
H  5.187  1.448  -0.110
H  3.466  2.326  0.219
H  4.750  3.111  -0.201
H  3.535  2.880  -2.307
H  3.372  1.060  -2.015
H  8.024  0.951  -2.842
H  7.981  -0.631  -3.626
H  7.042  -0.384  -2.207
C  -2.498  -2.872  -2.676
C  -3.249  -1.564  -2.281
O  -4.445  -1.667  -2.998
C  -4.592  -1.493  -4.309
O  -3.633  -1.121  -5.043
O  -5.913  -1.488  -4.541
C  -6.455  -1.253  -5.744
H  -1.740  -2.770  -1.900
H  -2.092  -2.860  -3.687
H  -2.988  -3.795  -2.364
H  -2.734  -0.694  -2.687
H  -3.387  -1.417  -1.210
H  -6.866  -2.149  -6.208
H  -5.693  -0.829  -6.398
H  -7.297  -0.579  -5.589